{
  "formula": "C40H54BN10",
  "method": "wB97M-V/def2-TZVPD",
  "elements": ["B", "H", "H", "H", "H", "N", "C", "C", "C", "C", "H", "H", "H", "H", "H", "N", "C", "C", "C", "C", "H", "H", "H", "H", "H", "N", "C", "C", "C", "C", "H", "H", "H", "H", "H", "N", "C", "C", "C", "C", "H", "H", "H", "H", "H", "N", "C", "C", "C", "C", "H", "H", "H", "H", "H", "N", "C", "C", "C", "C", "H", "H", "H", "H", "H", "N", "C", "C", "C", "C", "H", "H", "H", "H", "H", "N", "C", "C", "C", "C", "H", "H", "H", "H", "H", "N", "C", "C", "C", "C", "H", "H", "H", "H", "H", "N", "C", "C", "C", "C", "H", "H", "H", "H", "H"],
  "coordinates": [[-0.449, 0.630, 0.083], [-1.046, 1.217, -0.856], [-0.062, -0.514, -0.430], [0.487, 1.081, 0.527], [-1.247, 0.311, 0.840], [-0.481, 0.283, 3.769], [0.844, -0.005, 4.118], [0.852, -0.311, 5.695], [-0.568, -0.011, 6.196], [-1.388, 0.418, 4.864], [-0.949, 0.341, 2.739], [1.700, 0.118, 3.524], [1.797, -0.653, 6.392], [-1.003, -0.051, 7.145], [-2.408, 0.685, 4.823], [-2.692, -1.159, -0.458], [-3.471, -1.908, 0.410], [-4.220, -2.983, -0.433], [-3.750, -2.723, -1.786], [-2.759, -1.593, -1.828], [-2.113, -0.242, -0.175], [-3.587, -1.480, 1.428], [-4.976, -3.710, -0.241], [-3.998, -3.319, -2.694], [-2.333, -1.138, -2.687], [-2.201, 2.644, -3.499], [-2.406, 1.442, -4.147], [-3.133, 1.676, -5.450], [-3.122, 3.182, -5.564], [-2.352, 3.767, -4.363], [-1.547, 2.759, -2.795], [-2.040, 0.570, -3.513], [-3.488, 0.956, -6.074], [-3.705, 3.775, -6.440], [-2.194, 4.769, -4.036], [2.988, -1.519, -2.504], [1.965, -2.539, -2.670], [2.737, -3.872, -2.854], [4.246, -3.540, -2.722], [4.206, -2.049, -2.470], [2.631, -0.658, -2.350], [1.044, -2.243, -2.384], [2.403, -4.852, -2.765], [4.914, -4.183, -2.551], [5.278, -1.463, -2.371], [4.742, 1.804, 1.891], [4.069, 0.649, 1.587], [5.142, -0.472, 1.793], [6.341, 0.175, 2.205], [6.001, 1.625, 2.336], [4.256, 2.676, 1.783], [2.883, 0.560, 1.416], [5.092, -1.639, 1.592], [7.485, -0.282, 2.476], [6.580, 2.432, 2.642], [-5.181, 2.599, 2.285], [-6.478, 2.335, 2.241], [-6.811, 1.335, 1.151], [-5.479, 0.928, 0.674], [-4.420, 1.686, 1.347], [-4.869, 3.308, 3.134], [-7.164, 2.923, 3.053], [-7.589, 0.959, 0.665], [-5.085, 0.283, -0.146], [-3.283, 1.751, 1.472], [-1.396, -4.158, -0.326], [-1.639, -5.470, -0.549], [-0.392, -6.209, -0.101], [0.672, -5.144, 0.259], [-0.173, -3.863, 0.257], [-2.179, -3.434, -0.357], [-2.827, -5.602, -1.156], [-0.180, -7.279, -0.220], [1.641, -5.287, 0.765], [0.243, -2.750, 0.242], [1.894, 1.404, -2.184], [3.212, 1.718, -1.998], [3.898, 2.178, -3.209], [2.791, 2.073, -4.236], [1.572, 1.624, -3.486], [1.265, 1.117, -1.616], [3.556, 1.522, -0.933], [4.965, 2.313, -3.274], [2.657, 2.475, -5.337], [0.724, 1.439, -3.906], [3.017, -3.280, 0.460], [2.423, -2.668, 1.416], [3.018, -3.027, 2.764], [4.133, -4.074, 2.419], [4.193, -4.067, 0.888], [2.743, -3.088, -0.365], [1.604, -2.101, 1.316], [2.883, -2.783, 3.915], [4.946, -4.507, 3.120], [4.793, -4.685, 0.105], [-2.762, 5.150, 0.529], [-1.632, 4.530, 1.040], [-0.672, 5.705, 1.619], [-1.386, 7.015, 1.281], [-2.729, 6.611, 0.715], [-3.620, 4.837, 0.260], [-1.745, 3.462, 0.955], [0.393, 5.546, 2.014], [-0.887, 7.924, 1.560], [-3.650, 7.296, 0.312]],
  "forces_ev_per_a": [[0.073, -1.822, -3.084], [0.456, 0.113, 0.395], [-0.277, 1.061, 0.359], [1.536, 1.411, 0.881], [-1.059, -0.114, 1.796], [-1.896, 0.712, -0.059], [-3.057, -1.110, 6.215], [-2.092, 1.416, -1.942], [1.771, 0.813, -8.133], [6.287, -2.665, 3.404], [2.249, -0.008, 2.944], [0.581, -0.221, -1.023], [-2.650, 1.098, -2.223], [-0.325, -0.102, 1.204], [-0.775, 0.054, -0.544], [-0.064, 0.436, -1.823], [-1.569, -1.096, -2.891], [3.431, 4.648, -0.601], [1.805, 1.908, 0.446], [-4.034, -3.202, 4.083], [-1.415, -2.719, -0.531], [0.039, -0.950, -0.796], [-0.096, -0.192, 0.777], [0.132, 0.568, 0.946], [0.545, 0.275, -0.003], [-0.184, 1.341, -4.390], [-1.679, 0.334, -1.134], [3.742, 4.907, 5.974], [0.811, 0.126, 1.320], [-3.954, -4.598, -2.996], [1.318, -0.302, 1.955], [-0.924, 1.028, -1.543], [-0.909, -1.656, -1.618], [1.855, -1.401, 2.378], [0.007, 0.357, 0.112], [-1.397, -6.363, -0.864], [7.831, -3.708, -0.953], [2.011, 6.663, 1.592], [-11.098, 9.015, -0.542], [5.031, -2.645, -0.733], [-0.260, 3.656, 0.549], [-3.123, 0.367, 0.362], [-1.083, -1.344, -0.215], [5.533, -4.640, 0.929], [-3.429, -1.068, -0.149], [-1.334, -0.909, 0.131], [1.411, -3.876, 0.424], [-1.617, 0.888, -0.867], [0.760, 2.145, 0.933], [0.488, -4.290, -1.167], [0.244, 0.319, 0.308], [3.256, 0.425, 0.244], [-0.387, 2.858, 0.461], [-3.812, 1.314, -0.870], [0.928, 1.168, 0.315], [2.552, -0.004, 1.267], [-4.051, -0.871, -1.091], [7.566, 3.060, 3.682], [2.442, 2.428, 1.411], [-2.565, 1.216, 1.654], [-0.389, -2.821, -3.327], [1.519, -1.699, -2.515], [-3.788, -1.064, -1.096], [-1.165, 0.277, 0.719], [-2.035, -0.471, -0.754], [0.118, 1.607, 1.079], [0.212, -1.188, -0.376], [-0.292, 3.421, -1.181], [-6.119, 0.961, 0.130], [2.946, -1.560, -1.615], [1.627, -1.525, -0.111], [4.214, -0.316, 2.271], [-0.328, 0.625, 0.096], [-0.762, 0.022, -0.568], [-1.587, -2.750, 0.190], [5.695, 3.099, -6.939], [1.951, 0.267, 0.663], [-4.993, -2.068, 1.019], [-1.943, 0.248, 1.888], [8.671, 2.326, -0.570], [-4.974, -2.362, 5.606], [0.093, 0.468, -1.711], [-0.156, 0.271, -0.171], [0.775, -1.104, 2.513], [-5.313, -1.078, -2.114], [6.466, -3.678, 6.386], [3.003, -1.643, 8.154], [1.980, -2.454, -1.885], [-1.233, 2.999, -3.433], [-1.861, -0.068, 2.325], [-1.832, 0.962, -7.936], [-2.575, 2.132, -0.595], [-0.367, -0.104, -3.076], [-1.736, 0.758, -1.419], [-1.385, 1.383, 1.738], [4.188, 5.940, 2.535], [0.784, 4.815, 0.995], [-3.583, -1.656, -2.829], [-2.067, -6.100, -0.384], [1.875, 0.416, -0.082], [-2.350, -1.993, -0.869], [1.141, -0.266, 0.425], [-2.046, 0.248, -0.720], [-0.619, 0.498, -0.237], [2.669, -2.026, 1.120]],
  "homo_lumo_gap_ev": 7.32,
  "multiplicity": 1,
  "charge": -1,
  "e_above_lowest_kcal_mol": 129.8,
  "e_tot_ha": -2128.102941,
  "e_homo_ev": -5.2
}